No. 1
{
  "formula": "C19H20N4O6",
  "method": "ωB97M-V with the def2-TZVPD basis set",
  "species": ["C", "N", "C", "O", "C", "C", "C", "C", "C", "C", "O", "C", "C", "N", "C", "C", "O", "H", "H", "H", "H", "H", "H", "H", "H", "H", "H", "H", "H", "H", "H", "H", "H", "N", "C", "C", "C", "C", "N", "O", "O", "C", "C", "C", "O", "H", "H", "H", "H"],
  "xyz": [[-2.0743, -0.1306, 4.5708], [-1.4368, -0.9333, 3.5262], [-2.0922, -1.6398, 2.5940], [-3.3181, -1.6593, 2.5168], [-1.2334, -2.4127, 1.5764], [-1.1098, -1.6311, 0.2581], [-0.4278, -0.2800, 0.3822], [-1.1555, 0.8399, 0.8326], [-0.5266, 2.0929, 0.9542], [0.8332, 2.2331, 0.6029], [1.4440, 3.4415, 0.7035], [1.5589, 1.1164, 0.1397], [0.9299, -0.1390, 0.0331], [-1.7769, -3.7455, 1.2851], [-1.8362, -4.7961, 2.1013], [-1.2798, -4.6999, 3.5086], [-2.3219, -5.8475, 1.7170], [-1.9435, -0.6148, 5.5399], [-1.6265, 0.8641, 4.6018], [-3.1442, -0.0254, 4.3741], [-0.4293, -0.9296, 3.4855], [-0.2309, -2.5283, 1.9878], [-2.1080, -1.4782, -0.1565], [-0.5507, -2.2371, -0.4567], [-2.2061, 0.7393, 1.0755], [-1.0921, 2.9476, 1.2919], [0.8347, 4.1241, 0.9860], [2.5960, 1.2390, -0.1339], [1.4897, -0.9917, -0.3264], [-2.2253, -3.8793, 0.3931], [-0.2416, -4.3796, 3.4780], [-1.8819, -4.0016, 4.0856], [-1.3383, -5.6842, 3.9712], [3.8072, -0.8204, -5.1275], [3.2448, 0.1258, -4.7494], [2.6010, 1.3190, -4.2957], [1.3203, 1.2465, -3.7318], [0.6523, 2.4027, -3.2710], [-0.6458, 2.3240, -2.7074], [-1.2069, 1.2218, -2.6800], [-1.1595, 3.3623, -2.2715], [1.3259, 3.6373, -3.3913], [2.6036, 3.7062, -3.9543], [3.2431, 2.5570, -4.4080], [4.4942, 2.6673, -4.9533], [0.8447, 0.2706, -3.6531], [0.8630, 4.5592, -3.0465], [3.1140, 4.6595, -4.0428], [4.8192, 1.7878, -5.2157]],
  "atomic_forces_ev_per_a": [[-0.008, -0.163, -0.252], [0.514, 0.272, 0.422], [-1.484, -0.160, -0.404], [0.705, -0.054, 0.001], [0.027, -0.431, 0.037], [0.002, 0.389, -0.072], [0.113, 0.074, 0.065], [1.188, 0.353, -0.247], [0.402, -1.183, -0.434], [-0.971, -0.805, 0.089], [0.784, -0.129, -0.273], [-0.731, 0.068, 0.200], [-0.686, 1.203, 0.511], [0.471, 2.033, -0.497], [-0.179, -1.674, 0.858], [-0.099, 0.109, -0.327], [-0.123, -0.074, -0.121], [-0.038, 0.072, 0.012], [0.013, -0.069, -0.014], [0.252, -0.170, -0.140], [-0.092, 0.007, 0.041], [0.186, -0.044, 0.065], [-0.100, -0.096, 0.044], [-0.019, -0.119, 0.072], [-0.002, -0.010, -0.003], [-0.059, 0.165, 0.033], [-0.297, 0.001, 0.068], [0.103, 0.046, -0.010], [0.030, -0.041, -0.019], [-0.086, -0.009, -0.003], [0.116, 0.183, 0.172], [0.103, 0.180, 0.134], [-0.030, 0.104, -0.164], [-0.765, 1.404, 0.531], [0.875, -1.389, -0.565], [-0.925, 0.184, 0.452], [-0.587, 0.291, 0.292], [2.778, -0.083, -1.218], [-2.316, -0.279, 1.042], [0.782, 1.222, -0.085], [0.727, -1.066, -0.528], [0.146, -0.217, -0.075], [-0.552, -0.021, 0.246], [0.925, 0.029, -0.394], [-0.897, -0.215, 0.380], [0.000, 0.307, 0.037], [-0.033, -0.326, -0.037], [-0.079, -0.143, 0.012], [-0.085, 0.274, 0.066]],
  "mulliken_charge": [-0.96, -0.04, 0.04, -0.68, 0.46, -2.11, 0.61, -0.47, -0.72, 0.82, -0.58, -0.83, -0.43, -0.08, 0.66, -0.97, -0.67, 0.32, 0.31, 0.33, 0.26, 0.41, 0.47, 0.63, 0.54, 0.35, 0.29, 0.45, 0.48, 0.25, 0.31, 0.23, 0.33, -0.44, -0.54, 0.69, -0.16, -0.40, 1.13, -0.61, -0.62, -0.32, -0.86, 0.92, -0.60, 0.59, 0.47, 0.42, 0.31],
  "charge": 0,
  "homo_lumo_gap_ev": 7.7,
  "relative_energy_kcal_mol": 16.0,
  "smiles": "CNC(=O)[C@H](Cc1ccc(O)cc1)NC(C)=O.N#Cc1cc([N+](=O)[O-])ccc1O"
}

***

No. 2
{
  "formula": "C19H20N4Sr",
  "method": "ωB97M-V with the def2-TZVPD basis set",
  "species": ["Sr", "C", "C", "C", "C", "C", "C", "C", "N", "N", "C", "C", "C", "C", "C", "C", "N", "C", "C", "C", "C", "C", "C", "N", "H", "H", "H", "H", "H", "H", "H", "H", "H", "H", "H", "H", "H", "H", "H", "H", "H", "H", "H", "H"],
  "xyz": [[1.3686, 0.6148, -0.9126], [-1.9410, -0.1273, -0.6276], [-2.1657, 1.0487, 0.3172], [-1.5038, 2.3768, 0.0085], [-2.0538, 3.5531, 0.5107], [-1.4515, 4.7639, 0.2348], [-0.3000, 4.7940, -0.5467], [0.1827, 3.5911, -1.0049], [-0.3966, 2.4030, -0.7384], [-0.6523, -0.8745, -0.5461], [-0.4476, -1.5334, 0.7674], [0.0658, -0.6350, 1.8790], [-0.3969, -0.7769, 3.1752], [0.1170, 0.0435, 4.1673], [1.0783, 0.9880, 3.8399], [1.4959, 1.0553, 2.5265], [1.0084, 0.2667, 1.5570], [-0.6601, -1.9091, -1.6147], [0.6978, -2.4907, -1.9612], [0.8098, -3.8122, -2.3546], [2.0425, -4.2905, -2.7721], [3.1360, -3.4398, -2.7792], [2.9455, -2.1397, -2.3572], [1.7552, -1.6596, -1.9605], [-2.7537, -0.8451, -0.4629], [-2.0434, 0.2131, -1.6596], [-3.2434, 1.2267, 0.2987], [-1.9585, 0.7796, 1.3557], [-2.9575, 3.5062, 1.1041], [-1.8770, 5.6833, 0.6154], [0.1975, 5.7194, -0.7983], [1.0653, 3.5803, -1.6436], [-1.3752, -2.0174, 1.0943], [0.2723, -2.3428, 0.6172], [-1.1524, -1.5161, 3.4061], [-0.2319, -0.0481, 5.1878], [1.5007, 1.6504, 4.5814], [2.2572, 1.7708, 2.2344], [-1.3451, -2.7244, -1.3576], [-1.0762, -1.4473, -2.5130], [-0.0580, -4.4581, -2.3431], [2.1500, -5.3201, -3.0879], [4.1144, -3.7733, -3.0935], [3.7808, -1.4472, -2.3436]],
  "atomic_forces_ev_per_a": [[0.398, 0.296, -0.175], [0.048, -0.212, -0.036], [-0.097, 0.100, 0.057], [0.005, -0.160, -0.012], [-0.055, -0.079, -0.015], [0.012, 0.130, 0.012], [-0.081, -0.076, 0.048], [-0.121, -0.016, -0.035], [0.135, 0.126, -0.085], [0.106, -0.008, 0.031], [-0.177, -0.047, -0.006], [0.011, -0.007, -0.296], [-0.003, -0.011, 0.044], [-0.004, 0.024, 0.108], [-0.007, -0.073, -0.043], [0.001, 0.013, -0.030], [-0.078, -0.065, 0.194], [-0.054, 0.041, 0.119], [-0.065, 0.163, 0.026], [-0.003, -0.026, 0.019], [0.022, -0.112, -0.039], [-0.042, 0.035, 0.063], [-0.068, 0.037, 0.002], [0.001, -0.230, -0.041], [-0.020, 0.019, 0.046], [0.026, 0.078, 0.011], [0.002, 0.017, 0.010], [0.063, -0.027, -0.010], [0.008, 0.026, -0.002], [0.002, -0.012, 0.001], [-0.016, 0.002, 0.009], [-0.008, -0.042, 0.020], [-0.023, 0.027, -0.003], [0.077, 0.044, 0.026], [-0.002, 0.005, -0.012], [-0.009, -0.014, -0.021], [0.001, -0.012, 0.004], [-0.007, 0.011, -0.002], [-0.003, 0.002, 0.042], [0.064, 0.016, -0.043], [0.007, 0.003, 0.010], [-0.019, 0.011, 0.004], [-0.012, 0.001, -0.008], [-0.014, 0.002, 0.008]],
  "mulliken_charge": [2.14, -1.41, -0.53, 0.39, -0.82, -0.31, -0.75, 0.00, -0.27, 0.53, -0.91, 0.25, -0.69, -0.40, -0.73, -0.30, -0.27, -0.72, 0.18, -0.72, -0.35, -0.71, -0.20, -0.16, 0.42, 0.49, 0.56, 0.35, 0.43, 0.44, 0.43, 0.37, 0.33, 0.53, 0.45, 0.46, 0.45, 0.42, 0.43, 0.51, 0.43, 0.45, 0.42, 0.39],
  "charge": 2,
  "homo_lumo_gap_ev": 9.5,
  "relative_energy_kcal_mol": 0.0
}

***

No. 3
{
  "formula": "C19H20N8O2",
  "method": "ωB97M-V with the def2-TZVPD basis set",
  "species": ["N", "C", "C", "C", "C", "C", "C", "C", "C", "O", "N", "C", "O", "N", "C", "N", "C", "C", "C", "C", "C", "N", "C", "N", "N", "N", "C", "C", "C", "H", "H", "H", "H", "H", "H", "H", "H", "H", "H", "H", "H", "H", "H", "H", "H", "H", "H", "H", "H"],
  "xyz": [[-2.9570, -1.1418, 3.4313], [-1.8928, -0.6990, 3.5464], [-0.5189, -0.1640, 3.6817], [0.4194, -1.3165, 4.0635], [0.7086, -2.2723, 2.9088], [1.2296, -1.4790, 1.6871], [1.5672, -2.4546, 0.5935], [2.2242, -1.6706, -0.5463], [2.6671, -2.4865, -1.7654], [2.7904, -3.7001, -1.7808], [2.9667, -1.8149, -2.9041], [2.4314, -0.5892, -3.1019], [2.6760, -0.0058, -4.1360], [1.8075, 0.1060, -2.1229], [1.1913, -0.7030, -1.0827], [0.7098, 0.2062, -0.0280], [-0.0379, 1.2559, -0.5346], [0.5483, 2.5362, -0.5745], [-0.1169, 3.6045, -1.2006], [-1.4592, 3.4395, -1.5997], [-2.0484, 2.1523, -1.6028], [-3.3075, 1.9004, -2.1467], [-4.3180, 2.7966, -2.4531], [-5.3168, 2.1581, -2.9906], [-4.9565, 0.8493, -2.9989], [-3.7808, 0.6559, -2.4527], [-1.3453, 1.0647, -1.0233], [0.1942, -0.4641, 1.1979], [-0.0620, 0.4893, 2.3848], [-0.5610, 0.5989, 4.4472], [-0.0262, -1.9108, 4.8787], [1.3519, -0.8197, 4.4351], [-0.2460, -2.8144, 2.6057], [1.4421, -3.0124, 3.2534], [2.1450, -0.9183, 1.9408], [2.2739, -3.2494, 0.9427], [0.6600, -3.0066, 0.2422], [3.0787, -1.1483, -0.1578], [3.1252, -2.3791, -3.7091], [1.3135, 0.8909, -2.4530], [0.3782, -1.2962, -1.5105], [1.5144, 2.7210, -0.1365], [0.3592, 4.5590, -1.3839], [-1.9587, 4.2709, -2.0674], [-4.3256, 3.8898, -2.3594], [-1.8141, 0.0753, -1.0201], [-0.7522, -0.9782, 0.9802], [0.8788, 1.0756, 2.5692], [-0.8507, 1.1986, 2.0529]],
  "atomic_forces_ev_per_a": [[1.150, 0.472, 0.117], [-0.978, -0.310, -0.233], [-0.386, -0.971, -0.608], [0.306, 0.027, 0.924], [-0.752, 0.623, -0.386], [-0.238, -0.892, 0.141], [0.866, -1.362, -0.839], [-0.985, -0.801, -0.735], [0.322, -2.601, 1.006], [-0.185, 0.489, 0.691], [-0.847, 0.075, 1.432], [1.291, 3.096, -2.126], [-0.220, -0.020, -1.215], [0.103, -2.249, 1.773], [0.043, 1.213, 0.755], [1.025, -1.413, 1.278], [-1.463, 1.882, -0.302], [-0.765, 0.408, -0.716], [-1.189, -1.009, 0.503], [0.608, -0.995, -0.721], [1.929, -0.218, 1.469], [-2.437, 0.950, -0.399], [0.778, -0.065, -0.201], [0.566, -0.588, 0.167], [1.050, -0.501, 0.948], [-1.031, 1.417, -1.003], [0.071, 0.689, -0.547], [0.336, -0.251, 0.518], [0.076, 1.659, -1.421], [0.095, 0.110, 0.305], [0.271, 0.449, -0.035], [-0.517, -0.660, -0.265], [1.107, 0.529, 0.399], [-0.168, 0.095, -0.304], [-0.227, -0.106, 0.153], [-0.527, 0.635, -0.177], [0.562, 0.479, 0.157], [0.481, 0.521, 0.062], [0.339, -0.211, -0.615], [-0.495, 0.924, -0.549], [-0.450, -0.142, -0.018], [0.302, -0.336, -0.099], [0.014, -0.016, 0.331], [-0.183, 0.093, -0.077], [0.416, -0.765, 0.214], [0.224, 0.382, 0.024], [-0.037, -0.194, -0.023], [-0.786, -0.460, -0.094], [0.536, -0.082, 0.342]],
  "mulliken_charge": [-0.55, -0.07, 0.59, -1.04, -1.00, 0.51, -1.22, 0.41, 0.12, -0.64, -0.05, 0.28, -0.67, -0.19, 0.00, 0.65, -1.88, -0.05, -0.98, -0.62, 0.28, 0.40, 0.02, -0.36, -0.44, -0.26, 0.95, 0.06, -1.43, 0.44, 0.46, 0.43, 0.39, 0.38, 0.41, 0.34, 0.30, 0.37, 0.31, 0.18, 0.30, 0.45, 0.42, 0.29, 0.34, 0.51, 0.14, 0.34, 0.41],
  "charge": 0,
  "homo_lumo_gap_ev": 9.6,
  "relative_energy_kcal_mol": 0.0,
  "smiles": "N#C[C@H]1CC[C@H]2C[C@H]3C(=O)NC(=O)N[C@@H]3N(c3cccc(-n4cnnn4)c3)[C@@H]2C1"
}

***

No. 4
{
  "formula": "C19H20O4S",
  "method": "ωB97M-V with the def2-TZVPD basis set",
  "species": ["C", "C", "O", "C", "C", "C", "C", "C", "O", "C", "C", "S", "C", "C", "C", "C", "C", "C", "C", "C", "O", "O", "C", "C", "H", "H", "H", "H", "H", "H", "H", "H", "H", "H", "H", "H", "H", "H", "H", "H", "H", "H", "H", "H"],
  "xyz": [[2.6716, 7.1429, 0.1803], [1.0826, 6.9400, 0.5369], [0.2605, 6.3159, -0.2419], [0.5620, 5.0031, -0.3076], [1.3690, 4.2628, 0.6818], [1.0603, 2.8704, 0.4657], [0.4006, 2.2213, -0.5496], [0.5632, 0.6519, -0.6105], [1.2357, 0.1220, 0.1644], [-0.3438, 0.0094, -1.3650], [-0.6822, -1.4672, -0.9562], [-0.9210, -1.5912, 0.7513], [-1.5024, -3.3495, 0.7370], [-2.3592, -4.1089, 0.2844], [-2.4196, -5.4039, 0.5427], [-1.5025, -6.1968, 0.8625], [-1.5518, -7.6860, 1.0564], [-0.2753, -5.4383, 1.6640], [-0.2319, -4.1649, 1.6181], [0.2305, -2.6054, -1.4644], [0.1932, -3.4070, -2.1770], [1.4099, -2.2962, -0.7834], [-0.2152, 2.8789, -1.4295], [-0.1620, 4.3250, -1.6169], [3.3433, 7.9511, 0.8076], [2.7665, 7.7173, -0.7839], [3.1281, 6.2904, 0.3425], [0.5785, 7.9148, 0.3751], [0.9384, 6.6528, 1.5685], [1.8657, 4.5686, 1.4483], [1.8185, 2.3245, 1.0839], [-0.0705, -0.0469, -2.2600], [-1.4040, 0.5275, -1.3935], [-1.6287, -1.8238, -1.6364], [-2.8275, -3.5067, -0.2368], [-3.4249, -5.8949, -0.1251], [-0.5972, -8.0748, 1.1180], [-2.2053, -7.9967, 0.3788], [-1.9523, -8.0073, 1.8607], [0.2387, -6.0079, 2.1790], [0.4779, -3.6161, 1.9352], [1.7014, -1.4450, -0.3490], [-0.8337, 2.4481, -2.1062], [-0.7851, 4.9966, -2.2504]],
  "atomic_forces_ev_per_a": [[-2.503, 6.359, 0.142], [3.173, 6.926, 2.880], [-1.003, -4.822, -3.747], [-1.692, -2.345, -3.150], [-7.503, -3.063, -8.550], [4.788, 1.177, 2.169], [4.308, -4.688, 5.268], [-1.107, 7.482, 1.712], [4.567, -2.075, 3.684], [-8.560, -3.591, 2.637], [-3.315, -1.425, -4.317], [-2.295, -1.697, 0.961], [12.209, 2.875, 7.344], [0.274, -1.199, 1.553], [-8.177, -4.096, -5.678], [6.610, -1.580, 6.228], [2.784, 4.555, -2.808], [-8.057, 0.278, -6.562], [-7.516, 1.305, -4.500], [3.690, 13.963, 11.230], [-1.771, -11.034, -9.637], [2.667, -1.573, -0.336], [-3.051, 8.463, -5.644], [2.089, -0.636, 6.247], [-2.430, -1.888, -0.534], [-0.100, -1.636, 0.347], [2.663, -4.260, -0.239], [1.176, 0.594, 1.305], [0.267, -0.173, 0.580], [2.969, 2.097, 4.428], [-1.394, -0.492, -0.364], [2.231, -0.179, -7.986], [2.253, -0.699, 0.214], [1.231, 1.567, 1.904], [-6.848, 4.074, -5.795], [2.663, 0.914, 2.275], [2.014, -1.114, -0.921], [-2.026, -2.165, -3.660], [-2.975, -1.304, 6.313], [5.522, -5.408, 4.622], [4.791, 4.019, 2.609], [-1.733, -0.919, -0.518], [-1.577, -1.694, -2.275], [0.693, -0.895, 0.569]],
  "mulliken_charge": [-1.05, -0.47, -0.37, 0.84, -0.92, -0.43, 0.07, 1.20, -0.68, -1.43, 0.12, -0.20, -0.03, 0.05, -0.84, 0.90, -2.05, -0.92, -0.80, 0.21, -0.35, -0.65, -0.12, -1.26, 0.29, 0.29, 0.42, 0.32, 0.42, 0.71, 0.22, 0.74, 0.28, 0.42, 0.92, 0.03, 0.46, 0.49, 0.52, 0.75, 0.66, 0.42, 0.47, 0.32],
  "charge": 0,
  "homo_lumo_gap_ev": 8.5,
  "relative_energy_kcal_mol": 376.3,
  "smiles": "CCOc1ccc(C(=O)C[C@H](Sc2ccc(C)cc2)C(=O)O)cc1"
}